8
Properties=species:S:1:pos:R:3:mulliken_charge:R:1 method="wB97M-V/def2-TZVPD" de_lowest_kj_mol=326.4 smiles="NC=S(=O)=O" lumo_energy_ev=-1.10
N -1.238 -0.666 -0.183 -0.509
C -0.185 0.625 0.180 -0.255
S 1.306 -0.034 -0.053 0.854
O 2.438 0.857 -0.012 -0.488
O 1.544 -1.371 0.340 -0.434
H -1.895 -0.095 -0.674 0.249
H -1.494 -0.769 0.773 0.270
H -0.477 1.453 -0.372 0.312

49
Properties=species:S:1:pos:R:3:mulliken_charge:R:1 method="wB97M-V/def2-TZVPD" charge=-1 lumo_energy_ev="2.36 / 0.02" multiplicity=2 s_squared=0.754
Au 0.253 1.227 -1.260 0.853
O 2.322 -3.194 -4.889 -0.556
C 2.173 -3.713 -3.691 0.411
O 2.322 -4.892 -3.469 -0.605
C 1.835 -2.764 -2.578 0.020
C 1.910 -3.091 -1.237 0.057
Cl 2.508 -4.502 -0.509 -0.140
N 1.515 -2.015 -0.514 0.270
N 1.185 -1.002 -1.332 -0.259
C 1.375 -1.421 -2.568 0.153
C 1.066 -0.465 -3.707 0.892
O 1.416 -0.807 -4.849 -0.819
O 0.469 0.615 -3.428 -0.664
C 1.357 -1.859 0.900 0.001
C 1.865 -0.716 1.491 -0.410
C 1.669 -0.509 2.847 -0.610
C 0.974 -1.444 3.601 -0.521
C 0.467 -2.587 2.995 -0.696
C 0.648 -2.799 1.638 -0.198
H 2.008 -2.229 -4.910 0.468
H 2.419 0.006 0.905 0.710
H 2.068 0.388 3.301 0.445
H 0.821 -1.285 4.662 0.396
H -0.095 -3.312 3.573 0.397
H 0.233 -3.674 1.158 0.472
C -4.212 -0.324 1.714 -0.563
C -2.985 -0.893 1.307 -0.619
C -2.133 -0.188 0.507 -0.065
C -2.455 1.119 0.059 0.744
C -1.603 1.895 -0.779 -0.089
C -1.989 3.126 -1.227 -0.737
C -3.223 3.681 -0.815 -0.531
C -4.051 2.980 0.010 -0.931
C -3.696 1.684 0.462 1.078
C -4.553 0.931 1.301 -0.817
H -4.879 -0.886 2.356 0.373
H -2.714 -1.890 1.634 0.433
H -1.187 -0.619 0.204 0.271
H -1.352 3.697 -1.893 0.387
H -3.499 4.667 -1.165 0.379
H -4.999 3.401 0.332 0.341
H -5.494 1.373 1.614 0.348
F 2.203 2.504 -0.426 -0.481
P 2.913 3.206 0.913 1.245
F 4.094 3.736 -0.028 -0.374
F 1.678 2.629 1.798 -0.360
F 2.061 4.535 0.622 -0.368
F 3.714 1.823 1.155 -0.372
F 3.578 3.858 2.214 -0.357

13
Properties=species:S:1:pos:R:3:mulliken_charge:R:1 method="wB97M-V/def2-TZVPD" de_lowest_kj_mol=293.5 smiles=C1N[C@H]1[C@H]1CO1 lumo_energy_ev=1.15
C 1.297 -1.009 -0.699 -0.519
N 1.458 -0.427 0.638 -0.644
C 0.143 -0.850 0.197 -0.046
C -0.861 0.163 -0.241 -0.091
C -1.322 1.255 0.634 -0.274
O -0.383 1.488 -0.415 -0.453
H 1.375 -0.338 -1.556 0.232
H 1.716 -1.997 -0.853 0.275
H 1.477 0.587 0.523 0.321
H -0.296 -1.722 0.683 0.368
H -1.425 -0.237 -1.075 0.349
H -2.286 1.756 0.528 0.268
H -0.893 1.332 1.635 0.213

12
Properties=species:S:1:pos:R:3:mulliken_charge:R:1 method="wB97M-V/def2-TZVPD" de_lowest_kj_mol=0.0 smiles="C=C1SC=CC1(F)F" lumo_energy_ev=0.71
C 0.303 2.136 0.014 -0.755
C -0.113 0.886 0.013 0.093
S -1.803 0.316 -0.005 -0.131
C -1.274 -1.356 0.006 -0.029
C 0.051 -1.553 -0.011 -1.094
C 0.878 -0.333 -0.005 1.169
F 1.668 -0.250 1.089 -0.248
F 1.687 -0.241 -1.079 -0.246
H -0.368 2.992 -0.063 0.298
H 1.400 2.379 -0.023 0.237
H -1.995 -2.143 0.010 0.424
H 0.547 -2.546 -0.039 0.283

10
Properties=species:S:1:pos:R:3:mulliken_charge:R:1 method="wB97M-V/def2-TZVPD" de_lowest_kj_mol=84.0 lumo_energy_ev=0.62
H -0.855 -1.974 1.044 0.195
N -0.137 -1.457 1.569 -0.559
C 0.872 -1.232 0.836 0.065
N 1.244 -1.712 -0.389 -0.417
H 1.604 -0.540 1.261 0.296
H 1.994 -1.234 -0.869 0.216
H 0.634 -2.223 -1.002 0.205
O -2.001 3.613 -1.129 -0.641
H -1.737 4.029 -0.300 0.321
H -1.619 2.730 -1.021 0.319

18
Properties=species:S:1:pos:R:3:mulliken_charge:R:1 method="wB97M-V/def2-TZVPD" de_lowest_kj_mol=583.2 lumo_energy_ev="0.44 / 0.44"
C -0.888 -0.105 -0.063 0.510
C -1.555 -0.459 -1.366 -1.242
C 0.869 1.367 -1.192 -1.549
C 0.492 0.378 -0.095 0.883
C -0.852 -0.929 1.852 -0.698
C -1.697 -0.235 1.116 -0.186
C 2.478 -0.323 1.437 -0.871
C 1.394 0.020 0.799 -0.084
H -2.779 -0.090 1.120 0.379
H -1.079 -1.792 2.472 0.235
H -1.322 -1.491 -1.645 0.267
H -1.210 0.177 -2.183 0.363
H -2.642 -0.380 -1.286 0.386
H 1.014 0.863 -2.151 0.357
H 0.103 2.135 -1.327 0.371
H 1.806 1.860 -0.936 0.394
H 3.203 -0.998 0.992 0.239
H 2.666 0.001 2.455 0.245

Asked for DFT total energy across the records above, the calculation gives -643.18983, -2755.28757, -286.51985, -790.80937, -226.43554, -310.61355 Eh in order.